Record 1
A molecular structure, C37H37Cl3FeO2P2 at a distorted geometry, computed with ωB97M-V/def2-TZVPD.

Results
- relative energy (zero: lowest compared OMol25 entry of this formula, charge and spin) (kJ/mol) = 0.0
- electronic energy (eV) = -133593.071
- LUMO energy (alpha / beta) (eV) = 0.0 / -1.3
- Kohn-Sham gap (alpha / beta) (eV) = 7.8 / 6.8
- maximum force (hartree/bohr) = 0.0556
- 2S+1 = 5

```
82
Properties=species:S:1:pos:R:3:lowdin_charge:R:1
Fe -0.07 0.20 5.76 0.749
C -2.16 -0.06 6.53 -0.128
C -2.09 -0.36 5.16 -0.159
C -2.62 0.54 4.07 -0.166
C -1.53 1.33 3.32 -0.166
C -0.43 1.76 4.25 -0.186
C -0.64 2.30 5.53 -0.165
C -1.95 2.51 6.24 -0.163
C -2.49 1.30 7.08 -0.163
C 1.89 0.24 5.25 -0.187
H -2.24 -0.88 7.25 0.137
H -1.91 -1.41 4.87 0.127
H -3.35 1.24 4.48 0.108
H -3.13 -0.10 3.33 0.117
H -1.10 0.73 2.50 0.098
H -1.99 2.21 2.83 0.128
H 0.56 1.88 3.80 0.107
H 0.19 2.85 5.98 0.128
H -2.74 2.85 5.56 0.108
H -1.78 3.32 6.96 0.120
H -2.07 1.38 8.10 0.089
H -3.58 1.41 7.20 0.131
H 2.36 -0.30 6.09 0.001
H 2.23 1.29 5.25 0.007
H 2.13 -0.25 4.29 -0.005
P 0.06 -2.38 -3.78 1.010
P 2.09 0.48 -4.04 1.004
C -0.43 -0.76 -4.43 -0.330
C 0.32 0.38 -4.40 -0.351
C -0.83 -3.55 -4.88 -0.409
C -2.00 -3.20 -5.56 -0.105
C -2.66 -4.13 -6.37 -0.084
C -2.14 -5.42 -6.51 -0.086
C -0.97 -5.78 -5.84 -0.087
C -0.30 -4.85 -5.04 -0.107
C -0.94 -2.49 -2.22 -0.360
C -0.56 -1.62 -1.18 -0.106
C -1.29 -1.59 0.01 -0.088
C -2.42 -2.41 0.16 -0.095
C -2.79 -3.28 -0.87 -0.086
C -2.04 -3.34 -2.05 -0.084
C 2.69 1.29 -5.61 -0.360
C 2.66 0.48 -6.77 -0.114
C 3.02 1.01 -8.01 -0.090
C 3.42 2.35 -8.11 -0.094
C 3.45 3.15 -6.97 -0.088
C 3.11 2.62 -5.72 -0.086
C 2.16 1.89 -2.88 -0.417
C 3.27 1.98 -2.02 -0.108
C 3.39 3.05 -1.14 -0.088
C 2.39 4.03 -1.10 -0.088
C 1.29 3.95 -1.95 -0.085
C 1.16 2.87 -2.83 -0.103
H -1.45 -0.69 -4.85 0.056
H -0.14 1.32 -4.74 0.068
H -2.43 -2.21 -5.44 0.085
H -3.58 -3.84 -6.88 0.104
H -2.65 -6.14 -7.14 0.101
H -0.57 -6.79 -5.94 0.104
H 0.61 -5.12 -4.52 0.098
H 0.30 -0.96 -1.31 0.095
H -0.99 -0.91 0.81 0.083
H -3.00 -2.36 1.08 0.094
H -3.68 -3.90 -0.77 0.104
H -2.33 -4.03 -2.84 0.099
H 2.33 -0.55 -6.69 0.098
H 2.99 0.37 -8.90 0.102
H 3.69 2.76 -9.08 0.101
H 3.73 4.21 -7.05 0.103
H 3.16 3.25 -4.84 0.098
H 4.04 1.21 -2.07 0.099
H 4.26 3.12 -0.49 0.105
H 2.48 4.87 -0.41 0.100
H 0.52 4.72 -1.94 0.103
H 0.29 2.80 -3.48 0.088
Cl 1.37 -1.53 11.00 0.591
C 0.96 -0.13 10.00 -1.485
Cl -0.57 0.61 10.58 0.579
Cl 2.31 1.04 10.03 0.583
C 0.66 -0.55 8.46 -0.765
O 0.59 -1.75 8.18 0.006
O 0.51 0.48 7.71 -0.179
```

=====

Record 2
A molecular structure, C37H37Cl3O2P2Pd at a distorted geometry, computed with ωB97M-V/def2-TZVPD.

Results
- electronic energy (eV) = -102681.575
- LUMO energy (alpha / beta) (eV) = 0.4 / -4.1
- Kohn-Sham gap (alpha / beta) (eV) = 8.1 / 3.5
- maximum force (hartree/bohr) = 0.0671
- 2S+1 = 3

```
82
Properties=species:S:1:pos:R:3:lowdin_charge:R:1
Pd 1.92 -0.35 -3.96 0.461
C -2.14 -0.12 0.06 -0.121
C -2.30 -0.35 -1.25 -0.106
C -2.87 0.59 -2.25 -0.203
C -1.86 1.55 -2.93 -0.180
C -0.77 2.09 -2.06 -0.107
C -0.87 2.39 -0.77 -0.109
C -2.18 2.42 -0.05 -0.177
C -2.42 1.16 0.81 -0.188
C 2.86 -0.54 -2.23 -0.278
H -1.84 -0.96 0.69 0.092
H -2.20 -1.38 -1.63 0.099
H -3.69 1.19 -1.87 0.098
H -3.32 -0.01 -3.05 0.098
H -1.44 1.02 -3.81 0.086
H -2.41 2.43 -3.32 0.124
H 0.20 2.20 -2.56 0.092
H -0.02 2.71 -0.19 0.091
H -3.03 2.51 -0.73 0.098
H -2.12 3.25 0.66 0.115
H -1.74 1.14 1.67 0.037
H -3.42 1.19 1.29 0.124
H 2.62 -1.41 -1.57 -0.021
H 2.56 0.39 -1.71 -0.036
H 3.94 -0.52 -2.49 -0.025
P -0.05 -1.96 -8.46 0.989
P 1.77 0.47 -8.95 0.989
C -0.81 -0.45 -9.09 -0.336
C 0.01 0.59 -9.39 -0.343
C -0.68 -3.16 -9.74 -0.378
C -1.76 -2.90 -10.60 -0.098
C -2.15 -3.84 -11.56 -0.090
C -1.45 -5.04 -11.69 -0.089
C -0.36 -5.31 -10.85 -0.086
C 0.03 -4.37 -9.89 -0.111
C -1.09 -2.25 -6.97 -0.377
C -0.78 -1.44 -5.86 -0.127
C -1.43 -1.64 -4.66 -0.109
C -2.48 -2.57 -4.57 -0.084
C -2.82 -3.33 -5.69 -0.082
C -2.12 -3.19 -6.89 -0.079
C 2.47 1.05 -10.59 -0.358
C 2.31 0.22 -11.71 -0.106
C 2.88 0.57 -12.95 -0.087
C 3.59 1.78 -13.07 -0.100
C 3.71 2.62 -11.97 -0.093
C 3.15 2.27 -10.74 -0.090
C 1.97 1.93 -7.90 -0.421
C 3.17 2.01 -7.17 -0.128
C 3.42 3.09 -6.34 -0.089
C 2.46 4.11 -6.21 -0.083
C 1.26 4.03 -6.92 -0.085
C 1.00 2.94 -7.76 -0.090
H -1.90 -0.41 -9.19 0.073
H -0.31 1.50 -9.91 0.079
H -2.30 -1.96 -10.53 0.088
H -3.00 -3.63 -12.21 0.106
H -1.75 -5.77 -12.44 0.101
H 0.20 -6.24 -10.96 0.101
H 0.88 -4.57 -9.24 0.099
H 0.02 -0.69 -5.94 0.075
H -1.10 -1.10 -3.77 0.073
H -3.01 -2.71 -3.62 0.102
H -3.62 -4.06 -5.62 0.104
H -2.37 -3.81 -7.75 0.101
H 1.74 -0.71 -11.62 0.098
H 2.77 -0.08 -13.81 0.099
H 4.05 2.04 -14.03 0.102
H 4.25 3.57 -12.06 0.104
H 3.24 2.95 -9.89 0.095
H 3.91 1.21 -7.27 0.101
H 4.35 3.15 -5.79 0.102
H 2.66 4.97 -5.57 0.102
H 0.52 4.82 -6.84 0.103
H 0.06 2.88 -8.30 0.092
Cl 0.96 -2.26 2.17 0.619
C 1.13 -0.53 2.43 -1.474
Cl -0.25 0.07 3.40 0.650
Cl 2.67 -0.16 3.22 0.648
C 1.10 0.27 0.98 -0.680
O 0.87 -0.43 -0.05 0.187
O 1.29 1.47 1.16 0.027
```

=====

Record 3
A molecular structure, C37H37F5OsP2 at a distorted geometry, computed with ωB97M-V/def2-TZVPD.

Results
- electronic energy (eV) = -73575.406
- LUMO energy (alpha / beta) (eV) = -6.8 / -8.6
- Kohn-Sham gap (alpha / beta) (eV) = 6.0 / 5.7
- maximum force (hartree/bohr) = 0.0901
- charge = +2
- 2S+1 = 5

```
82
Properties=species:S:1:pos:R:3:lowdin_charge:R:1
Os 0.30 -0.80 -0.35 1.208
C 3.47 -0.18 0.56 -0.105
C 2.71 0.79 1.11 -0.154
C 2.70 2.22 0.59 -0.151
C 2.37 2.34 -0.90 -0.169
C 1.52 1.29 -1.48 -0.180
C 1.85 -0.03 -1.74 -0.291
C 3.31 -0.42 -1.96 -0.139
C 4.19 -0.10 -0.74 -0.146
C -2.52 -0.05 -0.54 -0.194
H 3.80 -0.96 1.24 0.113
H 2.46 0.69 2.18 0.102
H 3.74 2.60 0.78 0.146
H 1.99 2.86 1.16 0.108
H 1.84 3.31 -0.98 0.124
H 3.26 2.45 -1.55 0.144
H 0.83 1.79 -2.18 0.076
H 1.15 -0.70 -2.35 0.088
H 3.67 0.17 -2.84 0.140
H 3.45 -1.49 -2.25 0.128
H 5.03 -0.81 -0.77 0.137
H 4.54 0.95 -0.85 0.118
H -1.89 -1.02 -0.89 0.012
H -3.46 -0.02 -1.11 0.109
H -2.60 -0.14 0.57 0.081
P 0.03 -0.42 1.78 0.900
P -1.45 1.24 -1.15 0.949
C -0.20 1.37 1.43 -0.249
C -0.70 1.95 0.30 -0.267
C -0.64 -0.37 3.44 -0.379
C -0.05 0.44 4.43 -0.106
C -0.48 0.40 5.77 -0.051
C -1.56 -0.41 6.15 -0.042
C -2.19 -1.18 5.15 -0.045
C -1.74 -1.16 3.82 -0.057
C 1.52 -1.71 1.97 -0.325
C 1.92 -2.49 0.87 -0.230
C 2.78 -3.57 0.93 -0.041
C 3.40 -3.84 2.16 -0.029
C 3.08 -3.04 3.27 -0.030
C 2.11 -2.01 3.21 -0.037
C -2.87 2.44 -1.41 -0.293
C -3.53 2.92 -0.26 -0.084
C -4.70 3.67 -0.41 -0.037
C -5.19 3.89 -1.71 -0.043
C -4.56 3.37 -2.83 -0.044
C -3.40 2.62 -2.69 -0.076
C -1.05 0.70 -2.88 -0.339
C -1.11 -0.66 -3.26 -0.118
C -0.59 -1.12 -4.48 -0.045
C 0.03 -0.24 -5.36 -0.023
C 0.04 1.12 -5.02 -0.028
C -0.55 1.63 -3.84 -0.093
H 0.05 2.01 2.26 0.086
H -0.81 3.02 0.22 0.102
H 0.76 1.12 4.16 0.105
H 0.01 0.98 6.56 0.120
H -1.90 -0.46 7.21 0.132
H -3.03 -1.80 5.50 0.122
H -2.25 -1.76 3.06 0.099
H 1.58 -2.37 -0.23 0.073
H 2.92 -4.16 0.02 0.132
H 4.12 -4.65 2.20 0.125
H 3.55 -3.26 4.23 0.124
H 1.75 -1.45 4.08 0.111
H -3.08 2.76 0.73 0.112
H -5.21 4.04 0.48 0.120
H -6.11 4.44 -1.83 0.121
H -4.94 3.51 -3.83 0.120
H -2.89 2.20 -3.55 0.094
H -1.47 -1.46 -2.64 0.067
H -0.70 -2.20 -4.72 0.139
H 0.47 -0.59 -6.31 0.129
H 0.50 1.81 -5.71 0.115
H -0.61 2.71 -3.62 0.133
F -0.55 -3.46 1.33 0.009
C -1.05 -2.71 0.24 -0.365
F -2.36 -2.41 0.68 -0.027
C -1.16 -3.78 -0.87 -0.545
F 0.01 -4.07 -1.48 0.133
F -1.65 -4.95 -0.42 0.172
F -2.05 -3.35 -1.83 0.101
```

=====

The highest maximum force belongs to which entry? C37H37F5OsP2

=====

Which value of maximum force does entry 2 give? 0.0671 hartree/bohr